Record 1
The following is a DFT calculation (ωB97M-V with the def2-TZVPD basis set) of a molecular structure, C41H43N2OP2ReS2.

XYZ file:
```
92
Properties=species:S:1:pos:R:3:mulliken_charge:R:1
Re 0.94744 1.21102 -0.15379 1.598
C -4.78410 -3.60437 2.52955 -0.730
S -3.37191 -4.66942 2.88880 -0.083
C -2.43018 -4.44685 1.36539 -1.002
C -1.65881 -3.13276 1.33246 0.737
C -0.77955 -3.02533 0.09708 -1.259
N -0.04526 -1.73112 0.03392 0.885
P -0.54076 -0.48872 -0.96266 -0.521
C -2.29790 -0.32349 -0.66020 1.441
C -2.71921 0.37988 0.47368 -0.307
C -4.05611 0.38426 0.82760 -1.238
C -4.97770 -0.31788 0.05618 -0.769
C -4.56323 -1.02123 -1.06516 -0.942
C -3.22412 -1.02690 -1.43183 -0.931
C -0.24515 -0.86760 -2.68259 1.169
C -1.03911 -0.30412 -3.68641 -0.512
C -0.77692 -0.59680 -5.01499 -0.917
C 0.27809 -1.43716 -5.34640 -0.665
C 1.08026 -1.98506 -4.35110 -0.835
C 0.82507 -1.69798 -3.02230 -0.786
P 1.58465 -1.49123 0.49019 0.869
C 2.16303 -3.02019 1.22132 0.466
C 1.92656 -3.32574 2.56296 -0.292
C 2.33345 -4.55402 3.05511 -0.953
C 2.98605 -5.45856 2.22336 -0.592
C 3.24253 -5.14190 0.89494 -0.808
C 2.83822 -3.91731 0.38971 -0.236
C 1.45321 -0.28492 1.84753 -0.059
C 2.66184 0.31768 2.27233 -0.352
C 2.71656 0.98613 3.48233 -1.036
C 1.57948 1.04935 4.28643 -0.686
C 0.37948 0.47148 3.87982 -1.324
C 0.30999 -0.18688 2.66750 0.559
H -5.51744 -3.78596 3.31275 0.408
H -5.22830 -3.87191 1.57084 0.256
H -4.51704 -2.54717 2.54124 0.123
H -3.11162 -4.52439 0.51430 0.375
H -1.74361 -5.29484 1.31817 0.425
H -1.03306 -3.07253 2.22836 0.208
H -2.35801 -2.29213 1.35679 -0.359
H -1.36779 -3.13591 -0.81687 0.514
H -0.03775 -3.82617 0.09368 0.810
H -1.99935 0.91215 1.08548 0.468
H -4.38646 0.92665 1.70357 0.517
H -6.02368 -0.31702 0.33327 0.482
H -5.28218 -1.56952 -1.65899 0.515
H -2.91001 -1.59010 -2.30094 0.548
H -1.87495 0.33986 -3.44400 0.366
H -1.40361 -0.17979 -5.79161 0.494
H 0.47226 -1.67300 -6.38417 0.460
H 1.90204 -2.63693 -4.61427 0.518
H 1.45326 -2.13075 -2.25244 0.325
H 1.43100 -2.62078 3.22104 0.416
H 2.14748 -4.80475 4.09064 0.482
H 3.30716 -6.41275 2.61919 0.452
H 3.76538 -5.84301 0.25914 0.466
H 3.04840 -3.66139 -0.64235 0.378
H 3.55704 0.21193 1.67023 0.544
H 3.64713 1.42172 3.82079 0.526
H 1.63765 1.53908 5.25087 0.537
H -0.48731 0.50931 4.52722 0.589
H -0.60656 -0.67676 2.35911 0.290
C -1.62912 2.89109 -1.54043 -0.729
C -0.28755 3.38052 -1.97814 0.907
C -0.20265 4.54342 -2.75267 -1.003
C 1.01316 5.05392 -3.12201 -0.969
C 2.19166 4.36810 -2.77823 0.999
C 3.48013 4.81582 -3.15446 -0.819
C 4.58520 4.07142 -2.84753 -0.897
C 4.44120 2.83428 -2.19405 -0.594
C 3.19880 2.38435 -1.81100 0.621
S 2.96659 0.77368 -1.12687 -0.272
C 2.05953 3.16604 -2.05897 -0.222
N 0.82276 2.71488 -1.60802 0.943
H -2.40890 3.57563 -1.86492 0.712
H -1.69116 2.78993 -0.45807 -0.065
H -1.84024 1.91449 -1.97487 -0.357
H -1.12006 5.03875 -3.03752 0.608
H 1.07526 5.97248 -3.69346 0.506
H 3.57209 5.74570 -3.70068 0.480
H 5.57086 4.41244 -3.13179 0.441
H 5.31290 2.21919 -2.00721 0.517
C 0.65685 4.69194 1.05726 -0.988
C 0.02222 3.56982 1.80190 0.951
C -0.51869 3.82854 3.15374 -1.664
O -0.08426 2.42981 1.30659 -0.296
H 0.79081 5.56656 1.68788 0.539
H 0.00191 4.96292 0.22389 0.194
H 1.62082 4.39306 0.63722 0.260
H -1.09472 4.75655 3.15532 0.513
H 0.33267 4.00028 3.82256 0.392
H -1.11404 2.99899 3.52276 0.271
```

The multiplicity is 4. As for the energy: -3329.386526 a.u. Its net charge is +3. The expectation value of S² is 3.80.

Record 2
The following is a DFT calculation (ωB97M-V with the def2-TZVPD basis set) of 2 unconnected molecules or ions with the total composition C4H4Br2N2 at a distorted geometry.

XYZ file:
```
12
Properties=species:S:1:pos:R:3:mulliken_charge:R:1
C -0.74382 -0.09203 -1.05057 -0.462
C 0.17631 0.03831 1.40550 -0.435
C -0.69489 0.55705 0.25931 0.273
C -1.40649 -0.77891 -0.01703 0.350
N -0.28136 -1.31196 1.72731 -0.209
N -1.18665 -1.68870 1.00515 -0.200
Br -1.35992 2.37250 0.17525 -0.089
Br -4.81647 -0.76553 -0.01451 -0.383
H -1.57366 0.35829 -1.82822 0.284
H 0.08028 -0.58384 -1.63146 0.245
H 1.23924 -0.01607 1.14054 0.292
H -0.01937 0.61778 2.42119 0.335
```

As for the energy: -5412.106335 a.u.

Record 3
The following is a DFT calculation (ωB97M-V with the def2-TZVPD basis set) of C19H24N4O3 in the gas phase.

XYZ file:
```
50
Properties=species:S:1:pos:R:3:mulliken_charge:R:1
C -3.74105 -2.60172 2.80906 -1.095
C -2.60440 -1.68538 2.82047 0.161
C -1.67008 -0.93309 2.82656 -0.283
C -0.54521 -0.00469 2.73077 -0.563
C -0.91294 1.23499 1.88770 0.133
N -1.41526 0.93389 0.54694 -0.205
C -1.19490 -0.25542 -0.08294 -0.154
O -0.14041 -0.87764 0.01695 -0.803
C -2.27753 -0.70565 -0.96250 0.945
N -3.47215 -0.05262 -1.07057 -0.596
C -4.19390 -0.72797 -1.92215 -0.447
N -3.51627 -1.82670 -2.38491 0.069
C -3.89718 -2.80528 -3.27602 -0.348
C -3.03262 -3.79670 -3.56734 -0.497
C -1.73778 -3.83210 -2.95856 -0.490
C -1.35977 -2.87096 -2.08101 -0.501
C -2.26984 -1.82537 -1.77501 0.498
C 0.34327 2.10905 1.83492 -0.179
O 0.51959 3.02089 2.62397 -0.683
N 1.23843 1.74087 0.88890 0.241
C 2.56326 2.34845 0.80482 -0.096
C 2.45517 3.68958 0.08477 -0.971
O 2.03263 3.54108 -1.26245 -0.567
C 3.50204 1.36296 0.11908 -0.748
C 4.93830 1.85547 -0.00042 -0.352
C 5.86319 0.77905 -0.55469 -1.376
H -4.55519 -2.22308 3.42707 0.307
H -4.11777 -2.73085 1.79359 0.262
H -3.45303 -3.58162 3.19002 0.299
H -0.25988 0.35983 3.71928 0.623
H 0.31095 -0.51443 2.29363 0.195
H -1.67750 1.80829 2.40618 0.580
H -2.34647 1.28620 0.37039 0.436
H -5.19435 -0.49309 -2.24598 0.422
H -4.88799 -2.71223 -3.69511 0.366
H -3.33058 -4.56390 -4.26663 0.381
H -1.06152 -4.63835 -3.20654 0.423
H -0.39574 -2.86088 -1.59532 0.484
H 1.06621 0.87094 0.39687 0.108
H 2.90936 2.55012 1.82388 0.340
H 1.77126 4.33300 0.64475 0.402
H 3.42822 4.17859 0.05264 0.471
H 1.15522 3.14246 -1.24452 0.335
H 3.48676 0.42606 0.68570 0.464
H 3.11337 1.13871 -0.87910 0.331
H 4.97295 2.73135 -0.65205 0.309
H 5.29601 2.18072 0.98173 0.318
H 6.88731 1.14128 -0.64851 0.399
H 5.87608 -0.09861 0.09476 0.324
H 5.53170 0.45450 -1.54303 0.326
```

As for the energy: -1183.153958 a.u. Its SMILES is CC#CC[C@H](NC(=O)c1ncn2ccccc12)C(=O)N[C@H](CO)CCC.

Record 4
The following is a DFT calculation (ωB97M-V with the def2-TZVPD basis set) of a molecular structure, C33H70Br2FN4O9P2 at a distorted geometry.

XYZ file:
```
121
Properties=species:S:1:pos:R:3:mulliken_charge:R:1
C -1.51258 -2.22354 10.04276 -0.298
O -2.46847 -3.13549 10.62295 -0.349
C -2.66066 -4.28648 9.77535 -0.812
C -3.45116 -3.95569 8.43840 0.392
C -5.03721 -3.88524 8.62037 -0.735
C -5.51482 -2.92035 9.78646 -0.793
C -5.20873 -1.38239 9.54538 -0.428
C -5.77779 -0.80527 8.17037 -0.634
C -4.71600 0.19310 7.49881 -0.311
C -5.14720 0.66504 6.04008 -0.873
C -4.64650 -0.32020 4.89702 -0.748
C -3.40177 0.31607 4.08804 -0.141
C -2.05033 -0.05840 4.83852 -2.206
C -0.83622 -0.46354 3.86026 3.798
C 0.31600 -0.99770 4.85529 -0.702
Br 0.16967 -0.80883 6.83730 -0.041
C 1.50329 -1.59619 4.40948 -0.038
C 1.84709 -1.79479 2.88751 -0.781
Br 2.86741 -2.20558 5.72158 -0.169
C -1.35992 -1.70198 3.02731 -1.646
N -1.43082 -1.51557 1.53906 0.232
C -1.49894 -0.13623 1.14267 -0.264
N -2.49187 0.35523 0.40761 0.422
F -2.46775 1.63722 0.05057 -0.117
N -0.42085 0.72509 1.56398 -0.046
C -0.20692 0.73563 3.04975 -0.483
C -0.63717 2.19937 3.55847 -1.505
C 0.07762 2.62464 4.92277 -0.273
N 0.34925 4.10545 4.79424 -0.729
H -1.02550 -1.65032 10.88422 0.265
H -0.74202 -2.82014 9.45937 0.292
H -1.99451 -1.45656 9.35968 -0.053
H -1.64684 -4.76798 9.55712 0.337
H -3.25669 -5.07103 10.34288 0.331
H -3.02709 -3.02613 7.93490 -0.394
H -3.25782 -4.81299 7.70794 0.401
H -5.48730 -3.63847 7.60462 0.314
H -5.40052 -4.92891 8.87144 0.401
H -6.62928 -3.11165 9.94223 0.383
H -5.00501 -3.24050 10.75104 0.262
H -5.69906 -0.81537 10.39972 0.452
H -4.09640 -1.22913 9.65657 0.057
H -6.09598 -1.62320 7.44587 0.323
H -6.71793 -0.22147 8.44110 0.302
H -3.65677 -0.20569 7.56037 0.025
H -4.72991 1.12747 8.15191 0.312
H -6.27467 0.71216 6.01222 0.383
H -4.76140 1.71716 5.90379 0.413
H -4.37117 -1.35325 5.26783 0.277
H -5.47043 -0.43829 4.12326 0.450
H -3.59090 1.43822 4.08597 0.364
H -3.47844 -0.03009 3.01580 -0.215
H -2.27194 -1.01224 5.42292 0.791
H -1.79042 0.77178 5.54873 -0.053
H 1.19928 -2.56027 2.35623 0.245
H 2.90386 -2.21776 2.84235 0.440
H 1.86613 -0.85192 2.27060 0.095
H -0.67295 -2.59333 3.20528 0.392
H -2.38640 -2.07230 3.35900 0.336
H -2.29176 -1.97554 1.19831 0.372
H -3.23847 -0.29792 0.13548 0.308
H 0.45035 0.32960 1.16975 0.042
H 0.92180 0.72051 3.20052 0.835
H -0.20905 2.90488 2.76998 0.513
H -1.74990 2.37037 3.54553 0.178
H -0.65894 2.54186 5.79360 0.191
H 1.00529 2.03145 5.15715 0.324
H -0.56734 4.54847 4.97192 0.269
H 0.91068 4.41818 5.60283 0.271
O 2.10731 -2.08517 -4.90865 -0.735
P 1.88443 -1.30297 -3.61319 1.120
O 0.22907 -1.20180 -3.70443 -0.309
C -0.51532 -2.36399 -3.35195 -0.512
C -0.42628 -2.65456 -1.86682 -0.763
O 2.31868 0.16192 -4.25450 -0.454
C 3.06073 0.27820 -5.46833 -0.294
C 2.12976 0.41802 -6.65778 -0.994
O 1.81899 -0.56287 -2.07219 -0.322
C 1.83213 0.84736 -1.84908 -0.295
C 0.59072 1.56458 -2.34153 -0.842
H -0.16720 -3.21982 -3.93779 0.325
H -1.55481 -2.17383 -3.62884 0.332
H 0.59309 -2.92582 -1.57660 0.252
H -1.08676 -3.48097 -1.59192 0.511
H -0.70292 -1.77276 -1.28177 0.050
H 3.75515 -0.55469 -5.58739 0.342
H 3.67272 1.18121 -5.38559 0.270
H 1.37356 -0.36950 -6.68478 0.330
H 2.69135 0.39063 -7.59356 0.284
H 1.58709 1.36488 -6.60541 0.283
H 2.74509 1.28629 -2.25321 0.379
H 1.89379 0.97807 -0.76332 0.304
H 0.45851 1.47903 -3.42010 0.300
H 0.65437 2.62869 -2.10149 0.440
H -0.30754 1.14991 -1.87661 0.038
O 3.01181 2.38787 -10.34536 -0.730
P 3.88785 2.87386 -11.50333 1.151
O 4.45690 1.39187 -11.98527 -0.289
C 3.57453 0.57260 -12.75131 -0.354
C 3.33859 1.13906 -14.13807 -0.999
O 5.13308 3.38281 -10.53007 -0.387
C 4.96680 3.60839 -9.13569 -0.436
C 5.30915 2.35966 -8.34505 -0.890
O 4.68416 3.58852 -12.83156 -0.410
C 6.03931 4.04196 -12.82063 -0.163
C 7.06360 2.93156 -12.69557 -0.954
H 2.62829 0.44838 -12.21542 0.283
H 4.04211 -0.41125 -12.83122 0.317
H 2.79875 2.09021 -14.09016 0.295
H 2.75018 0.44721 -14.74494 0.399
H 4.28605 1.33284 -14.64540 0.211
H 3.96288 3.97265 -8.91145 0.340
H 5.65649 4.41003 -8.85433 0.334
H 4.77410 1.48099 -8.71108 0.219
H 5.07094 2.49509 -7.28723 0.291
H 6.37397 2.13252 -8.43615 0.321
H 6.17527 4.81136 -12.05907 0.252
H 6.19378 4.54225 -13.78054 0.359
H 6.97262 2.38135 -11.75857 0.202
H 8.07264 3.34904 -12.73498 0.384
H 6.94923 2.20608 -13.50312 0.262
```

As for the energy: -8125.625720 a.u. Its net charge is +1.